Record 1
Computed, not measured: C5H8 in the gas phase, with the ωB97M-V functional and the def2-TZVPD basis.

Computed properties:
Frontier orbital gap: 9.90 eV
Relative energy (zero: lowest compared OMol25 entry of this formula, charge and spin): 184.6 kJ/mol
Spin multiplicity: 1
Total charge: 0
SMILES: CC=C=CC

```
13
C5H8 | OMol25 | the ωB97M-V functional and the def2-TZVPD basis
C -2.11793 0.23411 -0.26701
C -1.20125 0.71165 0.83218
C 0.08146 0.60325 0.60306
C 1.05680 -0.23537 0.38291
C 2.28135 -0.28459 -0.45497
H -3.11164 0.68027 -0.21735
H -2.22341 -0.86057 -0.20683
H -1.67539 0.46539 -1.24083
H -1.56666 0.91956 1.83073
H 0.76449 -1.20055 0.79574
H 3.01962 -0.92386 0.03519
H 1.97217 -0.78913 -1.38012
H 2.72039 0.67984 -0.71268
```

Record 2
Computed, not measured: 2 unconnected molecules or ions with the total composition C5H12N2O at a distorted geometry, with the ωB97M-V functional and the def2-TZVPD basis.

Computed properties:
Frontier orbital gap: 9.79 eV
Relative energy (zero: lowest compared OMol25 entry of this formula, charge and spin): 264.1 kJ/mol
Spin multiplicity: 1
Total charge: 0
SMILES: C=N/C=C/CCN.O

```
20
C5H12N2O | OMol25 | the ωB97M-V functional and the def2-TZVPD basis
C 0.79647 -2.76434 0.12436
N 1.76090 -1.95434 0.14049
C 1.58608 -0.63898 0.61004
C 0.65437 0.17540 0.11523
C 0.47288 1.65645 0.29682
C -0.76301 1.95752 1.15879
N -1.93034 1.18955 0.73050
H -0.19395 -2.53357 0.52436
H 0.95583 -3.73357 -0.34143
H 2.41869 -0.25138 1.18784
H -0.11706 -0.32434 -0.45363
H 0.40310 2.06569 -0.70997
H 1.33974 2.02067 0.84812
H -0.94112 3.03929 1.14696
H -0.50816 1.70389 2.18888
H -2.62786 1.13780 1.45955
H -2.34818 1.61184 -0.08910
O -1.31881 -0.08725 -2.74790
H -2.10885 -0.61270 -2.58157
H -0.76904 -0.28604 -1.97534
```

Record 3
Computed, not measured: 20 unconnected molecules or ions with the total composition C30H9B2Cl76F7O6 at a distorted geometry, with the ωB97M-V functional and the def2-TZVPD basis.

Computed properties:
Frontier orbital gap: 8.45 eV
Spin multiplicity: 1
Total charge: 0

```
130
C30H9B2Cl76F7O6 | OMol25 | the ωB97M-V functional and the def2-TZVPD basis
C 2.82932 3.51865 1.89035
C 1.40502 2.73142 2.01671
O 0.59887 3.13045 0.87665
B 0.33448 2.00128 0.00033
O -0.47716 0.93278 0.51234
C 1.00888 2.07167 -1.46683
C 1.70724 0.98691 -2.09596
B 1.89031 -0.45483 -1.37323
O 1.03631 -1.58252 -1.55105
O 3.03831 -0.59513 -0.48196
C 2.36412 1.23229 -3.55278
O 2.32828 0.37948 -4.46757
C 3.06406 2.67811 -3.72851
C 2.36932 3.75732 -3.09792
C 2.93299 5.24416 -3.12433
F 2.52979 5.94253 -4.31549
F 2.44891 5.99424 -1.98739
C 4.53082 5.33039 -3.07096
F 4.85983 6.69961 -2.80275
F 5.14584 4.98748 -4.29472
C 5.22271 4.46832 -1.90536
F 5.81075 3.29421 -2.45270
F 4.40571 4.21529 -0.79340
F 6.32121 5.24783 -1.42334
C 0.97995 3.43078 -2.33675
O -0.04184 4.14592 -2.44454
H 3.10907 4.06112 2.86920
H 2.69783 4.33970 1.10594
H 3.62620 2.74463 1.59266
H 0.94409 3.04929 3.00462
H 1.60513 1.60840 2.00013
H -1.28655 1.37670 0.85723
H 1.53120 -2.34575 -1.14952
H 3.32943 0.30983 -0.20600
H 4.04276 2.80351 -4.29108
C 0.45941 2.22664 7.33027
Cl -1.04038 3.00975 7.87342
Cl 0.11848 1.20436 5.91753
Cl 1.65886 3.46319 6.88872
Cl 1.10914 1.22259 8.64389
C -0.18748 4.73625 -6.31032
Cl 0.71432 3.23708 -6.00043
Cl -1.92294 4.36884 -6.41716
Cl 0.09359 5.88926 -4.98721
Cl 0.36181 5.44811 -7.84231
C -3.86320 5.96235 7.40017
Cl -5.46065 5.79236 6.64324
Cl -3.63361 7.64409 7.92465
Cl -3.76199 4.88367 8.81232
Cl -2.60449 5.53130 6.22483
C 3.00231 -5.43127 0.45944
Cl 2.51346 -5.90773 2.09953
Cl 1.83353 -6.06739 -0.71668
Cl 3.05069 -3.65630 0.34319
Cl 4.61525 -6.09357 0.10997
C -4.23905 0.47622 7.64075
Cl -5.84182 0.34157 6.88566
Cl -3.96522 2.15584 8.15552
Cl -4.14850 -0.58705 9.05751
Cl -2.99195 -0.00172 6.47057
C -0.70725 6.66412 0.23628
Cl -1.58715 8.19544 0.43964
Cl -1.87090 5.34361 -0.00675
Cl 0.36823 6.77983 -1.17450
Cl 0.25892 6.34143 1.69270
C -1.22639 -4.99213 2.84228
Cl -0.36993 -5.35608 4.35892
Cl -2.73576 -4.13056 3.20791
Cl -0.21084 -3.98440 1.78691
Cl -1.59989 -6.51410 2.00599
C -2.51315 -1.56417 -1.87526
Cl -3.96960 -0.77058 -1.23579
Cl -2.97286 -2.72178 -3.14033
Cl -1.43192 -0.33944 -2.57338
Cl -1.68726 -2.43252 -0.56134
C 5.84109 -2.84809 -2.94873
Cl 5.15264 -1.22298 -2.74942
Cl 5.06583 -3.96982 -1.80776
Cl 5.56067 -3.40798 -4.61101
Cl 7.58778 -2.79243 -2.62870
C 1.54100 8.14275 7.22879
Cl 2.00060 9.27148 5.93654
Cl -0.22584 8.12148 7.39594
Cl 2.11606 6.51076 6.82270
Cl 2.27502 8.66417 8.76016
C -1.27765 -2.64581 11.20895
Cl -0.90263 -1.50380 9.90106
Cl -3.03766 -2.70877 11.45881
Cl -0.68385 -4.26156 10.77151
Cl -0.48750 -2.10990 12.70675
C -3.22440 -5.33943 7.09384
Cl -2.14943 -3.97190 6.72330
Cl -3.67986 -5.33228 8.81242
Cl -4.69281 -5.20764 6.10255
Cl -2.39134 -6.86343 6.71788
C -6.53963 -4.07645 -2.01784
Cl -5.14584 -4.26869 -0.93296
Cl -6.99774 -5.66115 -2.67771
Cl -7.90635 -3.39629 -1.10880
Cl -6.11256 -2.98128 -3.35115
C 1.24963 -4.35811 -5.01946
Cl -0.41017 -4.57283 -5.63602
Cl 1.53559 -2.64098 -4.67297
Cl 1.45346 -5.30605 -3.52934
Cl 2.41192 -4.91531 -6.24082
C 1.06412 -6.29341 -9.71284
Cl 0.32130 -5.86960 -8.15805
Cl 2.83500 -6.17131 -9.57296
Cl 0.61661 -7.95699 -10.14841
Cl 0.49150 -5.17709 -10.97082
C -3.84887 -0.14447 -6.66621
Cl -2.93873 -1.65835 -6.48328
Cl -2.76213 1.23530 -6.39932
Cl -4.52830 -0.05523 -8.30537
Cl -5.16690 -0.09933 -5.47486
C 3.87697 -9.68201 -7.10945
Cl 3.17640 -8.06400 -6.89629
Cl 3.11474 -10.81257 -5.97042
Cl 3.59229 -10.23567 -8.77340
Cl 5.62491 -9.61611 -6.79815
C -7.25922 -5.28859 10.65344
Cl -6.61143 -6.91570 10.35628
Cl -5.92472 -4.11552 10.68010
Cl -8.39818 -4.85911 9.35993
Cl -8.10153 -5.26308 12.21730
C 0.20853 4.91819 -12.09191
Cl 0.77779 6.23629 -11.04547
Cl -1.37719 4.35478 -11.52349
Cl 0.06464 5.50783 -13.76134
Cl 1.36938 3.57487 -12.03586
```

Record 4
Computed, not measured: a molecular structure, C16H42O14S4Zn at a distorted geometry, with the ωB97M-V functional and the def2-TZVPD basis.

Computed properties:
Frontier orbital gap: 7.95 eV
Relative energy (zero: lowest compared OMol25 entry of this formula, charge and spin): 0.0 kJ/mol
Spin multiplicity: 1
Total charge: 0

```
77
C16H42O14S4Zn | OMol25 | the ωB97M-V functional and the def2-TZVPD basis
Zn 4.89304 -8.96495 -6.30301
C 3.19374 -5.54309 -6.13425
C 4.30871 -5.92454 -7.08181
O 5.04299 -7.01936 -6.70663
H 3.63498 -5.32893 -5.15974
H 2.55362 -6.42968 -6.02992
H 2.52292 -4.75613 -6.47963
H 4.92360 -5.00676 -7.18953
H 3.95655 -6.02112 -8.12665
C 2.59238 -11.77850 -4.40278
C 4.06148 -11.54490 -4.79869
O 4.27816 -10.80694 -5.92568
H 2.09494 -12.42722 -5.13864
H 1.97282 -10.87790 -4.43328
H 2.51742 -12.27128 -3.43231
H 4.54856 -12.53068 -4.87415
H 4.50319 -11.11124 -3.87824
O 0.99819 -8.37303 -8.96674
S 1.42485 -8.97670 -7.74502
O 2.69764 -8.71210 -7.12251
O 0.25598 -8.57134 -6.67577
C 0.57468 -8.43575 -5.29632
C -0.25604 -9.38158 -4.45058
C 1.14082 -10.72874 -7.82147
H 0.39796 -7.42102 -4.91833
H 1.65451 -8.51001 -5.13475
H -1.27439 -9.01690 -4.30216
H 0.17160 -9.38674 -3.44376
H -0.31715 -10.39789 -4.83560
H 1.55017 -11.07145 -8.77271
H 0.08509 -10.98352 -7.84833
H 1.65862 -11.15956 -6.96548
O 6.97187 -9.35738 -6.15867
S 8.22900 -10.00767 -6.01035
O 9.28835 -9.44058 -5.21949
O 7.91760 -11.50213 -5.47409
C 8.96121 -12.44829 -5.43643
C 8.62647 -13.63759 -4.55828
C 8.81756 -10.35917 -7.72865
H 9.89492 -12.03971 -5.02728
H 9.19510 -12.75398 -6.46566
H 9.36680 -14.41237 -4.76474
H 7.63366 -14.02897 -4.76695
H 8.80830 -13.33797 -3.52694
H 8.20266 -11.18751 -8.06889
H 9.83644 -10.73074 -7.64919
H 8.72632 -9.39575 -8.21375
O 6.19627 -8.88473 -2.13030
S 5.16116 -8.19005 -2.84525
O 5.00005 -8.44334 -4.25952
O 3.76315 -8.48144 -2.14240
C 3.75990 -9.09336 -0.82451
C 4.20081 -8.08931 0.23265
C 5.28543 -6.40886 -2.73738
H 4.50923 -9.88135 -0.76747
H 2.77559 -9.47449 -0.58105
H 3.64081 -7.14947 0.16842
H 5.25280 -7.82261 0.17247
H 3.95473 -8.46110 1.23012
H 4.37924 -5.94697 -3.11667
H 6.17915 -6.03219 -3.22592
H 5.37258 -6.17010 -1.67480
O 5.28271 -9.47982 -8.27880
S 5.21483 -9.38424 -9.69763
O 6.18757 -10.08649 -10.50376
O 3.72286 -9.84142 -10.16720
C 3.60353 -10.25491 -11.52493
C 2.12393 -10.47873 -11.83950
C 5.18719 -7.63548 -10.13616
H 4.14952 -11.16542 -11.77348
H 3.97768 -9.46610 -12.18130
H 1.98104 -10.37893 -12.91423
H 1.55337 -9.68550 -11.34590
H 1.65641 -11.39838 -11.49099
H 6.06289 -7.12943 -9.74287
H 4.31098 -7.24603 -9.61611
H 5.03064 -7.54678 -11.20747
```

Record 5
Computed, not measured: 2 unconnected molecules or ions with the total composition C2H2O at a distorted geometry, with the ωB97M-V functional and the def2-TZVPD basis.

Computed properties:
Frontier orbital gap (alpha / beta): 8.07 / 8.07 eV
Relative energy (zero: lowest compared OMol25 entry of this formula, charge and spin): 651.0 kJ/mol
Spin multiplicity: 1
Total charge: 0

```
5
C2H2O | OMol25 | the ωB97M-V functional and the def2-TZVPD basis
C 1.26941 0.44100 -0.04724
C 0.08378 0.41428 0.07336
O -2.16576 0.13546 -0.07790
H 2.30072 0.02761 -0.04604
H -2.27259 0.38234 0.78246
```

Record 6
Computed, not measured: 2 unconnected molecules or ions with the total composition C4H9N2 at a distorted geometry, with the ωB97M-V functional and the def2-TZVPD basis.

Computed properties:
Frontier orbital gap (alpha / beta): 12.67 / 6.36 eV
⟨S²⟩: 2.01
Relative energy (zero: lowest compared OMol25 entry of this formula, charge and spin): 257.2 kJ/mol
Spin multiplicity: 3
Total charge: +1

```
15
C4H9N2 | OMol25 | the ωB97M-V functional and the def2-TZVPD basis
C 0.50754 -0.54597 0.57222
C -1.70845 -1.24477 -0.15408
C -0.76683 1.24358 -0.47849
C -0.81865 -0.15123 0.39092
N 1.53488 -1.02890 0.75189
N 3.16972 0.53239 0.14581
H -2.75765 -1.04284 0.06100
H -1.56617 -1.26264 -1.20319
H -1.34805 -2.28058 0.14401
H -1.65383 1.79918 -0.39270
H 0.03352 1.92934 -0.22103
H -0.75467 1.19312 -1.52383
H -1.30275 0.03818 1.50070
H 3.79925 -0.03838 -0.52025
H 3.63215 0.85953 0.92703
```

- spin multiplicity of number 6 (C4H9N2)?
  3

- total charge of number 5 (C2H2O)?
  0

- Among the records above, which one has the highest total charge?
  C4H9N2